98
Properties=species:S:1:pos:R:3:lowdin_charge:R:1 method="wB97M-V/def2-TZVPD" orbital_gap_ev="4.1 / 4.1" max_force_ev_per_a=10.23 e_tot_ha=-4031.00566 spin_multiplicity=2 charge=+2 homo_ha="-0.49020 / -0.49020"
Hf 0.57 2.81 3.91 2.09
Hf 3.19 2.31 -1.16 2.33
S 0.68 0.76 0.84 0.44
O -0.44 1.12 -0.05 -0.32
O 1.92 1.24 0.24 -0.41
O 0.53 1.55 2.09 -0.43
O 0.81 -0.69 1.02 -0.27
S 1.30 4.83 0.82 0.34
O -0.01 5.01 0.25 -0.26
O 1.88 6.14 1.15 -0.24
O 1.07 4.16 2.10 -0.46
O 2.17 3.96 -0.04 -0.44
C 5.54 1.96 3.68 -0.58
F 5.38 2.37 4.92 0.17
F 6.72 2.41 3.25 0.17
F 5.51 0.60 3.58 0.13
S 4.12 2.86 2.65 0.56
O 4.30 4.26 2.85 -0.22
O 4.11 2.37 1.30 -0.39
O 2.80 2.52 3.21 -0.48
C -6.41 1.69 -0.65 -0.10
O -5.86 0.68 0.20 -0.20
C -4.42 0.63 0.10 -0.16
C -3.48 1.34 1.11 -0.19
N -3.64 1.01 2.51 -0.09
C -4.91 1.33 3.11 -0.18
C -5.29 2.81 2.96 -0.17
O -4.33 3.77 3.37 -0.19
C -4.67 4.87 4.08 -0.14
H -7.41 1.98 -0.33 0.09
H -6.39 1.26 -1.65 0.09
H -5.89 2.64 -0.60 0.09
H -4.11 0.96 -0.89 0.11
H -4.21 -0.44 0.19 0.12
H -3.38 2.42 0.98 0.12
H -2.46 0.99 0.94 0.09
H -3.81 0.03 2.38 0.11
H -4.95 0.99 4.14 0.12
H -5.63 0.64 2.65 0.12
H -6.16 3.12 3.54 0.12
H -5.66 2.87 1.93 0.11
H -3.94 5.12 4.85 0.08
H -5.59 4.65 4.61 0.09
H -4.79 5.75 3.45 0.10
C 4.00 -6.19 -1.52 -0.09
O 3.75 -4.78 -1.36 -0.17
C 2.33 -4.61 -1.45 -0.25
C 2.00 -3.16 -1.69 -0.19
N 2.87 -2.75 -2.80 -0.06
C 2.62 -3.35 -4.09 -0.19
C 1.32 -2.85 -4.78 -0.18
O 1.57 -1.55 -5.31 -0.22
C 2.46 -1.42 -6.47 -0.06
H 3.59 -6.85 -0.76 0.09
H 5.07 -6.41 -1.53 0.09
H 3.69 -6.57 -2.50 0.09
H 1.82 -4.85 -0.52 0.13
H 1.84 -5.30 -2.14 0.12
H 2.06 -2.73 -0.69 0.11
H 0.95 -3.07 -1.96 0.11
H 3.74 -2.93 -2.31 0.10
H 2.57 -4.44 -4.05 0.11
H 3.45 -3.17 -4.76 0.11
H 0.54 -2.77 -4.01 0.11
H 0.98 -3.62 -5.47 0.13
H 2.51 -0.37 -6.77 0.09
H 2.18 -2.21 -7.17 0.09
H 3.46 -1.80 -6.24 0.06
O 2.31 0.34 -2.33 -0.07
H 1.43 0.16 -2.66 0.07
H 2.82 -0.42 -2.59 0.05
O -1.24 1.14 4.11 -0.10
H -1.27 0.28 4.54 0.09
H -2.08 1.20 3.65 0.02
O -1.12 0.30 -2.45 -0.02
H -1.96 0.70 -2.69 0.06
H -0.99 0.56 -1.54 -0.03
O -1.34 3.29 -0.86 -0.07
H -0.92 2.48 -0.58 -0.07
H -0.94 3.97 -0.33 -0.05
O 4.36 0.37 -0.37 -0.09
H 3.99 -0.21 0.29 0.00
H 5.20 -0.02 -0.59 0.11
O 0.87 2.63 -2.12 -0.07
H 0.44 3.44 -2.40 0.10
H 0.17 1.97 -2.15 0.02
O 3.34 -1.23 1.43 -0.02
H 3.39 -1.45 2.36 0.09
H 2.41 -1.08 1.26 -0.02
C -2.26 -4.66 0.76 -0.08
C -1.49 -3.37 0.56 -0.31
O -0.40 -3.13 1.47 -0.09
H -3.19 -4.71 0.19 0.08
H -2.57 -4.93 1.77 0.08
H -1.59 -5.47 0.47 0.07
H -2.20 -2.55 0.67 0.09
H -1.23 -3.28 -0.49 0.10
H -0.07 -2.23 1.41 0.01

---

87
Properties=species:S:1:pos:R:3:lowdin_charge:R:1 method="wB97M-V/def2-TZVPD" orbital_gap_ev=9.4 max_force_ev_per_a=8.59 e_tot_ha=-2011.08189 smiles="NC(N)=O.NC(N)=O.NC(N)=O.NC(N)=O.NC(N)=O.NC(N)=O.CC(C)O.CC(C)O.CC(C)O.O" homo_ha=-0.33947
N -2.49 -0.05 -5.17 0.16
C -2.01 0.27 -6.37 -0.79
N -0.73 0.01 -6.50 0.16
O -2.75 0.59 -7.24 0.05
H -3.49 -0.10 -5.26 0.11
H -1.92 -0.66 -4.60 0.09
H -0.24 -0.06 -5.62 0.06
H -0.26 0.21 -7.37 0.12
N -0.39 -6.04 -1.25 0.18
C -0.97 -5.06 -0.60 -0.79
N -2.22 -4.96 -0.82 0.19
O -0.38 -4.47 0.27 0.02
H 0.54 -6.30 -0.95 0.13
H -1.01 -6.63 -1.79 0.11
H -2.76 -4.36 -0.21 0.11
H -2.50 -5.02 -1.79 0.13
N -1.73 0.59 4.29 0.20
C -2.36 1.66 4.53 -0.87
N -1.78 2.50 5.28 0.17
O -3.43 1.91 4.02 0.04
H -0.89 0.47 4.84 0.10
H -2.11 -0.22 3.81 0.13
H -2.33 3.20 5.76 0.13
H -0.89 2.40 5.75 0.11
N -4.54 -1.51 -0.05 0.15
C -4.86 -1.51 -1.31 -0.73
N -4.88 -0.27 -1.89 0.16
O -4.99 -2.61 -1.86 0.00
H -4.49 -2.43 0.36 0.11
H -4.55 -0.70 0.56 0.11
H -5.01 -0.16 -2.89 0.10
H -4.82 0.58 -1.35 0.10
N 2.03 1.57 -5.58 0.20
C 1.77 1.37 -4.36 -0.78
N 2.65 1.83 -3.58 0.21
O 0.72 0.81 -4.03 0.01
H 2.65 2.37 -5.64 0.13
H 1.34 1.25 -6.24 0.11
H 2.66 1.64 -2.58 0.13
H 3.34 2.42 -4.01 0.12
N 4.03 -2.76 -1.03 0.17
C 2.85 -3.17 -1.11 -0.86
N 2.28 -3.51 0.03 0.19
O 2.25 -3.15 -2.14 0.04
H 4.66 -2.52 -1.77 0.14
H 4.46 -2.95 -0.13 0.12
H 2.77 -3.19 0.85 0.10
H 1.31 -3.79 0.04 0.05
C 0.78 3.75 1.29 -0.01
C -0.23 4.11 2.56 -0.40
C 0.47 4.87 3.75 -0.06
O -1.22 4.98 2.04 -0.07
H 1.57 3.08 1.65 0.03
H 1.36 4.61 0.96 0.07
H 0.42 3.23 0.40 0.06
H -0.76 3.22 2.91 0.10
H -0.14 5.16 4.61 0.06
H 0.93 5.81 3.45 0.07
H 1.34 4.34 4.12 0.05
H -1.60 5.43 2.80 0.08
C 3.79 -0.56 3.26 -0.06
C 2.87 0.14 4.18 -0.53
C 2.20 1.38 3.54 -0.05
O 1.95 -0.73 4.77 -0.03
H 4.52 0.03 2.70 0.09
H 3.25 -1.05 2.46 0.07
H 4.42 -1.28 3.79 0.08
H 3.42 0.49 5.06 0.13
H 1.63 2.02 4.22 0.06
H 1.59 1.09 2.68 0.07
H 3.04 1.99 3.20 0.09
H 1.49 -0.16 5.39 0.08
C -1.14 -1.49 -1.47 -0.03
C -1.05 -0.06 -0.90 -0.44
C -0.83 -0.04 0.59 -0.06
O 0.19 0.51 -1.35 -0.09
H -0.21 -1.96 -1.14 0.07
H -1.38 -1.50 -2.53 0.07
H -1.99 -1.98 -1.00 0.05
H -1.90 0.51 -1.27 0.13
H -0.09 -0.73 0.99 0.09
H -1.75 -0.23 1.14 0.06
H -0.62 0.94 1.00 0.06
H 0.21 0.50 -2.31 0.02
O 3.26 0.22 -0.08 -0.05
H 3.40 -0.44 -0.76 0.01
H 2.31 0.27 0.02 0.01